Entry 1:
Below is a structure of composition C27H24HfN7O4S6, with properties calculated with ωB97M-V/def2-TZVPD.

Atoms and positions in Å:
Hf1 0.816 0.098 0.492
O1 2.757 -2.422 -5.512
C1 2.591 -1.985 -4.414
S1 1.196 -0.939 -3.983
C2 1.682 -0.669 -2.320
C3 2.809 -1.281 -1.893
S2 3.487 -0.990 -0.306
S3 3.654 -2.312 -3.038
S4 2.242 -1.889 1.088
O2 -2.366 -1.473 -1.837
S5 -1.108 -1.984 -1.242
O3 0.936 0.150 -1.606
N1 -0.879 -1.230 0.249
C4 -1.930 -1.159 1.170
C5 -3.170 -1.754 1.055
C6 -4.158 -1.573 2.044
C7 -3.933 -0.807 3.149
C8 -2.670 -0.198 3.315
C9 -2.337 0.584 4.441
C10 -1.087 1.127 4.557
C11 -0.159 0.909 3.533
N2 -0.436 0.191 2.463
C12 -1.669 -0.384 2.339
C13 -1.465 -3.666 -0.710
C14 -2.515 -4.333 -1.321
C15 -2.737 -5.668 -1.014
C16 -1.905 -6.322 -0.116
C17 -0.847 -5.646 0.479
C18 -0.616 -4.312 0.178
H1 -3.411 -2.341 0.185
H2 -5.117 -2.055 1.904
H3 -4.695 -0.663 3.904
H4 -3.082 0.741 5.212
H5 -0.804 1.722 5.414
H6 0.836 1.335 3.579
H7 -3.149 -3.802 -2.020
H8 -3.556 -6.198 -1.480
H9 -2.076 -7.365 0.117
H10 -0.197 -6.158 1.176
H11 0.211 -3.779 0.630
C19 4.398 2.715 2.760
N3 4.049 2.749 1.338
C20 4.762 3.469 0.430
C21 4.449 3.473 -0.884
C22 3.331 2.683 -1.283
N4 2.651 1.985 -0.388
C23 2.991 2.005 0.894
O4 2.322 1.310 1.712
N5 2.905 2.624 -2.549
H12 5.326 3.261 2.900
H13 4.524 1.683 3.078
H14 3.607 3.176 3.348
H15 5.589 4.040 0.830
H16 5.031 4.044 -1.590
H17 3.460 2.992 -3.302
H18 2.163 1.974 -2.763
C24 -0.907 4.256 -2.256
N6 -1.588 3.000 -1.985
C25 -2.534 2.402 -2.804
C26 -2.897 1.245 -2.215
N7 -2.188 1.166 -1.041
C27 -1.387 2.238 -0.898
S6 -0.346 2.591 0.423
H19 -0.936 4.440 -3.326
H20 0.125 4.176 -1.921
H21 -1.392 5.076 -1.728
H22 -2.850 2.852 -3.727
H23 -3.576 0.474 -2.529
H24 -2.222 0.399 -0.383

## Properties
- charge = +1
- molar mass (u) = 881.426
- Kohn-Sham gap (eV) = 7.2
- calculated total energy (eV) = -113329.5165
- energy above the lowest of the compared OMol25 structures with the same formula, charge and spin (kJ/mol) = 57.0


Entry 2:
Below is a structure of composition C52H66BN7OS3TeTi, with properties calculated with ωB97M-V/def2-TZVPD.

Atoms and positions in Å:
Ti1 1.099 -1.059 0.158
C1 6.086 0.917 -0.571
C2 4.904 1.376 -1.344
C3 4.966 2.275 -2.373
C4 3.777 2.693 -3.020
N1 2.636 2.114 -2.762
N2 2.566 1.200 -1.788
B1 1.258 0.450 -1.548
N3 0.837 -0.392 -2.754
N4 0.196 0.322 -3.673
C5 -0.290 -0.252 -4.742
C6 -0.185 -1.648 -4.929
C7 0.475 -2.406 -3.985
C8 0.544 -3.892 -4.048
C9 1.035 -1.737 -2.874
S1 1.887 -2.558 -1.650
C10 -0.942 0.703 -5.718
C11 -1.907 1.596 -4.929
C12 -1.686 0.005 -6.855
C13 0.186 1.568 -6.297
N5 0.159 1.298 -1.026
N6 0.343 2.623 -1.028
C14 -0.633 3.431 -0.703
C15 -1.872 2.943 -0.246
C16 -2.085 1.575 -0.217
C17 -3.356 0.954 0.253
C18 -1.046 0.748 -0.659
S2 -1.201 -0.955 -0.747
C19 -0.398 4.891 -1.029
C20 1.082 5.253 -0.885
C21 -0.819 5.027 -2.504
C22 -1.248 5.833 -0.176
C23 3.619 0.895 -0.992
S3 3.372 -0.017 0.419
C24 3.868 3.855 -3.990
C25 2.503 4.258 -4.542
C26 4.787 3.477 -5.162
C27 4.468 5.055 -3.235
H1 7.007 1.323 -0.978
H2 5.981 1.223 0.468
H3 6.133 -0.171 -0.581
H4 5.913 2.683 -2.679
H5 -0.633 -2.127 -5.784
H6 0.026 -4.266 -4.925
H7 1.578 -4.231 -4.064
H8 0.083 -4.308 -3.152
H9 -2.727 1.009 -4.520
H10 -1.378 2.072 -4.108
H11 -2.322 2.367 -5.573
H12 -2.469 -0.649 -6.476
H13 -2.151 0.761 -7.484
H14 -1.006 -0.572 -7.478
H15 0.704 2.064 -5.481
H16 0.900 0.959 -6.848
H17 -0.226 2.315 -6.971
H18 -2.653 3.613 0.066
H19 -4.102 1.707 0.480
H20 -3.746 0.276 -0.502
H21 -3.169 0.357 1.153
H22 1.698 4.520 -1.397
H23 1.267 6.235 -1.314
H24 1.373 5.275 0.162
H25 -0.246 4.340 -3.125
H26 -1.877 4.801 -2.624
H27 -0.644 6.044 -2.847
H28 -1.093 5.647 0.885
H29 -0.966 6.861 -0.390
H30 -2.306 5.729 -0.406
H31 2.113 3.480 -5.189
H32 1.803 4.428 -3.733
H33 2.597 5.172 -5.123
H34 4.443 2.562 -5.641
H35 4.771 4.277 -5.897
H36 5.817 3.338 -4.844
H37 3.871 5.298 -2.358
H38 5.490 4.864 -2.916
H39 4.483 5.922 -3.891
C28 -7.162 -1.435 5.665
C29 -5.809 -1.560 5.035
C30 -5.607 -2.349 3.911
C31 -4.370 -2.435 3.289
C32 -4.218 -3.289 2.068
C33 -3.298 -1.704 3.805
Te1 -1.521 -1.536 2.507
N7 0.454 -0.396 1.845
C34 1.350 -1.212 2.351
O1 1.798 -2.126 1.534
C35 1.871 -1.100 3.709
C36 1.499 -0.018 4.508
C37 2.013 0.100 5.785
C38 2.903 -0.851 6.263
C39 3.304 -1.904 5.454
C40 2.790 -2.036 4.179
C41 -0.821 -3.515 2.910
C42 -0.605 -3.948 4.220
C43 -0.688 -3.010 5.378
C44 -0.318 -5.286 4.451
C45 -0.223 -6.203 3.416
C46 0.055 -7.647 3.673
C47 -0.388 -5.740 2.118
C48 -0.677 -4.413 1.846
C49 -0.801 -3.986 0.421
C50 -3.477 -0.910 4.935
C51 -2.361 -0.096 5.513
C52 -4.723 -0.865 5.547
H40 -7.937 -1.846 5.021
H41 -7.392 -0.389 5.869
H42 -7.185 -1.969 6.615
H43 -6.440 -2.895 3.490
H44 -5.162 -3.763 1.813
H45 -3.477 -4.069 2.236
H46 -3.903 -2.680 1.217
H47 0.828 0.729 4.101
H48 1.738 0.938 6.407
H49 3.291 -0.766 7.266
H50 4.030 -2.618 5.813
H51 3.083 -2.846 3.528
H52 -0.252 -2.043 5.117
H53 -0.156 -3.421 6.232
H54 -1.733 -2.864 5.649
H55 -0.171 -5.618 5.469
H56 0.093 -7.850 4.740
H57 1.007 -7.931 3.228
H58 -0.722 -8.261 3.223
H59 -0.291 -6.433 1.293
H60 -0.848 -4.854 -0.231
H61 0.092 -3.395 0.147
H62 -1.697 -3.382 0.258
H63 -1.571 0.034 4.766
H64 -1.937 -0.585 6.390
H65 -2.721 0.881 5.826
H66 -4.854 -0.253 6.427

## Properties
- charge = +1
- molar mass (u) = 1087.628
- spin multiplicity = 2
- Kohn-Sham gap (alpha / beta) (eV) = 6.5 / 5.1
- calculated total energy (eV) = -131061.3336
- energy above the lowest of the compared OMol25 structures with the same formula, charge and spin (kJ/mol) = 177.7


Entry 3:
Below is a cluster of 3 separate species, C23H41BrF5N2O4P in total, with properties calculated with ωB97M-V/def2-TZVPD.

Atoms and positions in Å:
C1 2.733 -0.515 2.933
C2 1.418 -0.812 2.224
Br1 1.324 -2.679 1.654
C3 1.160 0.094 1.017
P1 0.265 1.628 1.538
C4 -1.139 1.622 0.295
F1 -0.759 1.138 -0.939
F2 -1.454 2.947 0.090
C5 -2.352 0.859 0.758
C6 -3.538 1.523 1.014
C7 -4.657 0.814 1.425
C8 -4.596 -0.557 1.584
C9 -3.407 -1.217 1.326
C10 -3.378 -2.709 1.469
F3 -3.814 -3.094 2.697
F4 -2.143 -3.222 1.288
F5 -4.204 -3.316 0.572
C11 -2.281 -0.518 0.913
H1 3.141 -1.394 3.422
H2 3.475 -0.120 2.241
H3 2.561 0.229 3.712
H4 0.606 -0.692 2.936
H5 2.103 0.380 0.556
H6 0.596 -0.421 0.246
H7 1.033 2.549 0.803
H8 -3.606 2.592 0.882
H9 -5.588 1.336 1.598
H10 -5.471 -1.108 1.898
H11 -1.368 -1.057 0.707
C12 -7.420 4.758 -5.565
O1 -7.021 3.416 -5.746
C13 -5.613 3.222 -5.798
C14 -5.143 2.393 -4.625
N1 -5.296 3.123 -3.376
C15 -5.019 2.337 -2.181
C16 -5.934 1.158 -1.864
O2 -7.250 1.537 -1.507
C17 -8.161 1.663 -2.581
H12 -8.507 4.780 -5.622
H13 -7.108 5.157 -4.594
H14 -7.015 5.403 -6.351
H15 -5.099 4.187 -5.811
H16 -5.378 2.696 -6.727
H17 -4.085 2.151 -4.764
H18 -5.705 1.447 -4.641
H19 -6.241 3.483 -3.323
H20 -5.053 3.016 -1.324
H21 -3.991 1.964 -2.247
H22 -5.508 0.663 -0.990
H23 -5.961 0.411 -2.667
H24 -7.930 0.958 -3.385
H25 -8.176 2.674 -2.999
H26 -9.156 1.440 -2.197
C18 10.543 -1.718 2.510
O3 9.536 -1.295 1.614
C19 9.267 -2.209 0.557
C20 7.861 -2.751 0.665
N2 7.719 -3.605 1.835
C21 6.356 -4.044 2.109
C22 5.328 -2.981 2.470
O4 5.573 -2.337 3.708
C23 6.406 -1.196 3.653
H27 10.706 -0.905 3.215
H28 10.253 -2.616 3.066
H29 11.482 -1.922 1.986
H30 9.992 -3.027 0.571
H31 9.374 -1.672 -0.390
H32 7.640 -3.341 -0.229
H33 7.175 -1.892 0.673
H34 8.077 -3.113 2.644
H35 6.397 -4.760 2.933
H36 5.988 -4.588 1.233
H37 4.360 -3.478 2.573
H38 5.213 -2.231 1.677
H39 6.292 -0.664 2.704
H40 7.463 -1.443 3.787
H41 6.108 -0.532 4.465

## Properties
- charge = 0
- molar mass (u) = 615.459
- Kohn-Sham gap (eV) = 9.2
- calculated total energy (eV) = -128602.7529
- SMILES = C[C@H](Br)CPC(F)(F)c1cccc(C(F)(F)F)c1.COCCNCCOC.COCCNCCOC


Entry 4:
Below is a structure of composition C31H33Cl2N9SY, with properties calculated with ωB97M-V/def2-TZVPD.

Atoms and positions in Å:
Y1 0.067 0.521 0.028
C1 -5.708 2.204 2.208
C2 -4.573 2.003 3.203
N1 -3.694 0.893 2.856
C3 -2.659 0.983 2.006
S1 -1.595 -0.403 1.948
N2 -2.598 2.120 1.317
N3 -1.476 2.259 0.558
C4 -1.388 3.360 -0.114
C5 -2.495 4.360 -0.125
C6 -0.083 3.627 -0.779
C7 0.146 4.754 -1.555
C8 1.425 4.998 -2.034
C9 2.454 4.126 -1.718
C10 2.140 3.001 -0.976
N4 0.908 2.743 -0.540
H1 -6.405 2.957 2.579
H2 -6.259 1.275 2.057
H3 -5.316 2.536 1.247
H4 -4.972 1.793 4.195
H5 -3.967 2.906 3.270
H6 -3.771 0.029 3.364
H7 -3.448 3.838 -0.114
H8 -2.453 5.017 -0.990
H9 -2.461 4.973 0.780
H10 -0.655 5.445 -1.769
H11 1.616 5.872 -2.643
H12 3.470 4.302 -2.040
H13 2.898 2.267 -0.723
C11 -2.458 -5.085 -2.592
C12 -1.512 -4.136 -1.906
C13 -1.233 -4.246 -0.540
C14 -0.382 -3.362 0.087
C15 0.247 -2.322 -0.610
N5 1.100 -1.410 0.055
C16 2.154 -1.976 0.768
C17 2.678 -3.224 0.381
C18 3.729 -3.840 1.021
C19 4.365 -3.225 2.096
C20 5.536 -3.861 2.797
C21 3.896 -1.983 2.469
C22 2.815 -1.357 1.845
N6 2.450 -0.060 2.378
C23 2.925 0.501 3.510
C24 2.385 1.759 3.636
C25 1.554 1.892 2.529
N7 1.601 0.795 1.772
C26 -0.039 -2.222 -1.970
C27 -0.909 -3.105 -2.603
N8 0.558 -1.194 -2.770
C28 0.899 -1.280 -4.071
C29 1.435 -0.071 -4.445
C30 1.378 0.707 -3.286
N9 0.857 0.028 -2.269
H14 -2.638 -5.968 -1.982
H15 -2.062 -5.412 -3.553
H16 -3.424 -4.609 -2.778
H17 -1.703 -5.033 0.037
H18 -0.180 -3.454 1.147
H19 2.233 -3.713 -0.475
H20 4.075 -4.804 0.667
H21 5.519 -4.944 2.679
H22 5.530 -3.639 3.864
H23 6.483 -3.501 2.390
H24 4.412 -1.483 3.276
H25 3.601 -0.013 4.164
H26 2.563 2.469 4.424
H27 0.922 2.719 2.249
H28 -1.131 -2.973 -3.657
H29 0.776 -2.198 -4.618
H30 1.814 0.207 -5.412
H31 1.700 1.726 -3.151
Cl1 -2.548 -0.411 -1.149
C31 -2.838 0.381 -2.720
Cl2 -1.785 1.788 -2.935
H32 -3.867 0.717 -2.735
H33 -2.631 -0.330 -3.511

## Properties
- charge = +1
- molar mass (u) = 723.547
- Kohn-Sham gap (eV) = 6.3
- calculated total energy (eV) = -83015.8828
- energy above the lowest of the compared OMol25 structures with the same formula, charge and spin (kJ/mol) = 31.7


Entry 5:
Below is a structure of composition C12H17O4ReS, with properties calculated with ωB97M-V/def2-TZVPD.

Atoms and positions in Å:
Re1 -0.170 1.162 -0.158
C1 -1.340 -2.057 2.525
C2 -1.170 -1.349 1.218
O1 -0.451 -0.315 1.263
C3 -1.783 -1.838 0.016
C4 -2.654 -2.952 0.077
C5 -3.213 -3.485 -1.053
C6 -2.900 -2.922 -2.299
C7 -2.057 -1.840 -2.391
C8 -1.502 -1.280 -1.235
O2 -0.712 -0.217 -1.414
H1 -0.685 -1.600 3.261
H2 -1.120 -3.120 2.438
H3 -2.374 -1.956 2.861
H4 -2.888 -3.385 1.040
H5 -3.882 -4.330 -0.987
H6 -3.330 -3.337 -3.201
H7 -1.814 -1.385 -3.341
C9 2.658 0.186 -1.174
O3 1.907 0.432 0.040
C10 2.618 1.137 1.068
C11 2.619 2.610 0.746
O4 1.290 2.929 0.334
C12 1.112 4.327 0.051
H8 3.534 -0.409 -0.922
H9 2.952 1.126 -1.641
H10 1.999 -0.369 -1.836
H11 3.627 0.733 1.159
H12 2.059 0.940 1.981
H13 3.311 2.868 -0.060
H14 2.895 3.185 1.634
H15 1.298 4.903 0.957
H16 0.087 4.463 -0.276
H17 1.804 4.623 -0.739
S1 -1.724 2.522 0.057

## Properties
- charge = +1
- molar mass (u) = 443.538
- spin multiplicity = 2
- Kohn-Sham gap (alpha / beta) (eV) = 7.2 / 6.9
- calculated total energy (eV) = -33867.4976


Entry 6:
Below is a structure of composition C26H26BaN8O4S2Te, with properties calculated with ωB97M-V/def2-TZVPD.

Atoms and positions in Å:
Ba1 -0.829 -0.194 -0.254
C1 2.139 1.425 3.290
C2 1.147 1.410 2.158
N1 0.460 0.318 1.809
N2 0.683 -0.882 2.473
C3 -0.217 -1.778 2.164
O1 -1.281 -1.567 1.418
C4 0.035 -3.162 2.676
C5 0.866 -3.414 3.768
C6 1.097 -4.715 4.191
C7 0.512 -5.788 3.527
C8 -0.317 -5.547 2.440
C9 -0.562 -4.242 2.026
C10 0.855 2.590 1.430
C11 1.427 3.856 1.756
C12 1.009 4.986 1.110
C13 0.013 4.895 0.109
C14 -0.459 3.631 -0.208
N3 -0.067 2.499 0.384
H1 2.220 0.423 3.706
H2 1.828 2.111 4.086
H3 3.132 1.743 2.951
H4 1.330 -2.573 4.266
H5 1.741 -4.895 5.044
H6 0.706 -6.805 3.849
H7 -0.770 -6.376 1.907
H8 -1.213 -4.041 1.183
H9 2.187 3.917 2.525
H10 1.439 5.947 1.370
H11 -0.355 5.768 -0.415
H12 -1.183 3.504 -1.010
Te1 -2.283 0.843 -2.919
C15 2.356 3.930 -2.418
N4 1.188 3.054 -2.349
C16 0.625 2.590 -3.525
S1 0.175 0.982 -3.747
N5 0.157 3.580 -4.370
C17 -0.411 4.807 -3.803
H13 3.293 3.366 -2.477
H14 2.389 4.578 -1.540
H15 2.284 4.555 -3.307
H16 1.285 2.300 -1.687
H17 -0.422 3.165 -5.082
H18 0.245 5.668 -3.958
H19 -0.575 4.692 -2.733
H20 -1.366 5.012 -4.284
O2 -0.989 -11.160 -4.359
S2 -0.307 -9.957 -3.940
O3 0.195 -9.128 -5.015
O4 0.589 -10.114 -2.809
C18 -1.620 -8.923 -3.207
N6 -2.799 -9.486 -2.931
C19 -3.696 -8.691 -2.361
C20 -3.452 -7.365 -2.060
C21 -2.196 -6.880 -2.377
N7 -1.288 -7.654 -2.945
C22 -1.782 -5.464 -2.092
C23 -0.466 -5.078 -2.284
C24 -0.108 -3.766 -2.015
N8 -0.962 -2.835 -1.586
C25 -2.224 -3.216 -1.401
C26 -2.675 -4.505 -1.638
H21 -4.657 -9.139 -2.130
H22 -4.213 -6.753 -1.597
H23 0.255 -5.804 -2.638
H24 0.918 -3.444 -2.157
H25 -2.913 -2.457 -1.042
H26 -3.718 -4.734 -1.467

## Properties
- charge = -2
- molar mass (u) = 843.608
- Kohn-Sham gap (alpha / beta) (eV) = 5.2 / 4.5
- calculated total energy (eV) = -77154.6016
- energy above the lowest of the compared OMol25 structures with the same formula, charge and spin (kJ/mol) = 230.7


Entry 7:
Below is a structure of composition C7H9GdNO6S, with properties calculated with ωB97M-V/def2-TZVPD.

Atoms and positions in Å:
C1 2.799 -1.330 0.048
C2 1.618 -1.177 -0.553
C3 1.015 0.191 -0.984
C4 -0.173 0.519 -0.018
C5 -0.508 2.008 -0.131
C6 -0.395 2.918 0.900
O1 0.205 0.156 1.257
S1 -1.127 -0.322 2.177
O2 -1.534 0.845 2.861
O3 -0.802 -1.555 2.756
O4 -2.064 -0.515 0.904
C7 -1.475 -0.311 -0.377
O5 -1.160 -1.421 -1.070
N1 -2.558 -2.079 -1.774
O6 -2.792 -3.048 -1.324
H1 3.598 -0.593 0.125
H2 2.978 -2.293 0.526
H3 0.967 -2.035 -0.700
H4 0.702 0.266 -2.044
H5 1.804 0.952 -0.831
H6 -0.935 2.361 -1.079
H7 -0.979 2.812 1.826
H8 0.251 3.799 0.810
H9 -2.212 0.294 -0.925
Gd1 2.782 -0.445 -2.380

## Properties
- charge = +3
- molar mass (u) = 392.467
- spin multiplicity = 8
- Kohn-Sham gap (alpha / beta) (eV) = 7.2 / 6.2
- calculated total energy (eV) = -52808.6490